Record 1
19
Properties=species:S:1:pos:R:3:forces:R:3:nbo_charge:R:1 method="wB97M-V/def2-TZVPD" smiles="C=COC.C=CC" lumo_energy_ev=1.03 e_above_lowest_kcal_mol=50.1
C -2.02778 0.78376 -0.04826 -0.024 -0.154 0.067 -0.40
H 1.06440 2.91789 0.53998 0.052 -0.154 -0.016 0.22
H 3.05945 -0.14266 -0.58994 -0.136 -0.077 -0.010 0.18
H -2.26803 -0.57484 1.52051 0.021 0.033 -0.144 0.19
H 1.47903 -0.33182 -1.40513 0.076 -0.052 0.115 0.18
C 1.37966 1.94602 0.17821 0.019 -0.104 0.023 -0.57
H 2.25192 -1.74012 -0.61580 -0.019 0.158 -0.003 0.20
H 0.64476 0.94734 1.89728 0.068 0.031 -0.140 0.19
H -0.73318 -2.15419 0.21604 -0.135 0.058 -0.062 0.22
H -2.40807 -2.40987 -0.29473 0.124 0.099 0.024 0.22
C 2.09267 -0.66224 -0.55639 0.112 -0.059 -0.216 -0.26
H 1.85302 1.90395 -0.79641 -0.046 -0.023 0.152 0.20
C -1.59195 -1.67725 -0.27104 0.022 -0.014 -0.061 -0.65
C 1.14044 0.87430 0.93346 -0.005 0.230 0.055 0.17
H -1.31427 -1.44310 -1.30463 -0.046 -0.025 0.148 0.21
H -2.31099 1.65209 0.54105 0.023 -0.154 -0.068 0.20
C -1.99698 -0.43872 0.47254 -0.042 0.163 -0.066 -0.17
O 1.43509 -0.41858 0.66779 -0.030 0.102 0.057 -0.50
H -1.74921 0.96802 -1.08450 -0.036 -0.057 0.144 0.19


Record 2
19
Properties=species:S:1:pos:R:3:forces:R:3:nbo_charge:R:1 method="wB97M-V/def2-TZVPD" smiles=C[C@H]1CO[C@@H](C)C1 lumo_energy_ev=1.14 e_above_lowest_kcal_mol=9.0
H 1.07521 -0.95455 0.77527 -0.183 0.182 -0.091 0.20
H -0.85601 -0.51888 3.00203 -0.093 0.012 -0.196 0.21
H 1.27751 0.69906 1.37272 -0.039 -0.077 -0.170 0.21
H 0.85386 -1.30470 -1.88032 0.111 0.085 0.041 0.21
H -0.90852 0.43093 -2.22982 0.109 0.032 0.324 0.19
H 1.34080 1.52607 -0.83776 -0.212 -0.107 -0.051 0.20
O -1.38162 -0.13451 -0.30812 -0.201 0.212 0.149 -0.53
C -0.68571 0.72723 -1.19523 -0.008 0.229 -0.021 -0.07
H 2.45519 -0.78583 -1.33055 -0.132 0.111 0.044 0.21
C 1.49798 -0.43061 -1.72772 0.050 -0.015 -0.038 -0.60
C 0.80296 0.57069 -0.80035 0.241 -0.134 0.021 -0.25
H -2.43217 -0.54605 2.17901 0.191 0.002 -0.027 0.22
H 1.70216 0.02049 -2.70572 -0.101 -0.089 0.104 0.21
H -1.02424 1.21056 1.22429 -0.066 -0.090 -0.160 0.15
H -1.04581 1.76379 -1.03613 0.190 -0.278 -0.117 0.16
C 0.70769 0.07716 0.67328 0.001 0.054 -0.019 -0.42
C -1.35943 -0.72645 2.04961 0.004 -0.091 -0.080 -0.62
H -1.22370 -1.78683 1.81982 0.063 0.096 -0.069 0.21
C -0.79616 0.16243 0.95571 0.075 -0.135 0.356 0.10


Record 3
19
Properties=species:S:1:pos:R:3:forces:R:3:nbo_charge:R:1 method="wB97M-V/def2-TZVPD" smiles="CC(C)CCC=O" lumo_energy_ev=0.99 e_above_lowest_kcal_mol=18.4
O 2.07504 2.03562 -0.79502 -0.112 -0.043 -0.099 -0.52
H -3.11046 -0.82354 -0.02119 -0.049 0.019 -0.023 0.21
H 0.74291 -1.40457 0.87131 -0.159 -0.034 0.031 0.20
H 2.23851 -0.73405 -0.81296 -0.012 -0.155 -0.042 0.24
C 0.23661 -1.05029 -0.03468 0.420 0.219 0.603 -0.39
C 1.27187 -0.22195 -0.78935 -0.155 0.087 -0.575 -0.52
C -1.03915 -0.27317 0.37784 -0.095 -1.579 0.048 -0.22
C -2.22094 -0.55280 -0.58921 0.297 0.837 0.744 -0.61
H -2.44273 0.37392 -1.11370 -0.175 -0.223 -0.457 0.22
H -2.40687 -0.31948 2.11314 -0.037 0.022 -0.187 0.21
H -2.00419 -1.37194 -1.25771 0.052 -0.044 -0.400 0.21
C 1.58495 1.11949 -0.18736 0.244 0.155 0.132 0.44
H 0.99800 -0.05375 -1.83505 -0.006 0.031 0.043 0.23
C -1.41967 -0.66803 1.80608 0.300 0.066 0.476 -0.60
H -0.01457 -1.94519 -0.60350 -0.018 -0.003 -0.024 0.21
H 1.40706 1.23814 0.89885 -0.079 -0.118 0.125 0.10
H -0.71068 -0.25061 2.52788 0.052 0.010 -0.061 0.20
H -0.75425 0.76040 0.39522 -0.294 0.767 -0.158 0.19
H -1.37530 -1.75079 1.95394 -0.175 -0.013 -0.177 0.20


Record 4
19
Properties=species:S:1:pos:R:3:forces:R:3:nbo_charge:R:1 method="wB97M-V/def2-TZVPD" smiles=CCOCC1CC1 lumo_energy_ev=1.12 e_above_lowest_kcal_mol=40.9
H -0.70929 1.53522 1.93520 -0.027 -0.042 -0.115 0.22
O -0.44199 0.40077 -1.26984 0.010 0.155 -0.191 -0.55
H 1.49366 0.44087 2.32743 -0.087 0.086 -0.032 0.21
H -1.77371 1.52923 -0.31465 0.091 -0.161 0.031 0.19
C -1.10019 0.70191 -0.05556 -0.099 0.017 0.091 -0.05
H 1.42978 -0.30641 0.68363 0.027 0.088 0.193 0.21
H 0.46009 -0.83468 -2.53357 -0.097 -0.058 0.171 0.19
H 1.40270 2.73056 1.29361 -0.113 -0.090 -0.082 0.21
C -0.43741 -2.07216 -1.01396 -0.005 0.056 0.041 -0.65
H 0.10620 -2.92646 -1.42857 -0.169 0.020 0.040 0.22
C 0.28175 -0.80744 -1.45193 0.101 -0.064 -0.155 -0.05
H 1.27633 -0.76193 -0.98410 -0.246 0.019 -0.218 0.16
H -1.46723 -2.07425 -1.38905 0.186 -0.098 0.037 0.21
H 1.28932 1.99119 -0.37756 -0.022 -0.105 0.224 0.23
H -1.73901 -0.12860 0.27712 0.180 -0.016 -0.005 0.17
C 1.07571 1.89385 0.68440 0.169 0.188 -0.007 -0.42
C 1.13865 0.52359 1.30703 0.253 -0.160 0.113 -0.43
C -0.18462 1.17224 1.05501 -0.115 0.079 0.001 -0.26
H -0.45586 -2.19320 0.07459 -0.036 0.087 -0.138 0.21


Record 5
19
Properties=species:S:1:pos:R:3:forces:R:3:nbo_charge:R:1 method="wB97M-V/def2-TZVPD" smiles="CCC(C)=O.C=C" lumo_energy_ev=0.94 e_above_lowest_kcal_mol=27.5
C -0.51872 -1.47497 -0.46669 -0.002 -0.082 0.044 -0.61
H -0.60540 2.22456 0.88189 -0.124 -0.076 0.129 0.22
H 2.63987 -1.01066 -1.70167 -0.056 0.046 0.132 0.23
H 0.11558 -2.33678 -0.70028 -0.088 0.138 0.044 0.21
H 3.36733 -0.15465 -0.30836 -0.124 -0.067 -0.063 0.24
C 1.30235 0.30721 -0.64376 0.067 0.193 0.044 0.61
C -0.03130 -0.20129 -1.16458 -0.052 0.101 -0.022 -0.51
C -2.25194 1.02437 1.46678 0.114 0.098 0.029 -0.41
H -0.75446 0.60957 -1.04134 0.112 -0.105 -0.031 0.22
C 2.47107 -0.65551 -0.67812 0.066 0.009 0.053 -0.73
H 0.07558 -0.38975 -2.24205 0.017 0.031 0.140 0.22
H -1.53646 -1.71777 -0.78828 0.155 0.038 0.030 0.22
H -2.58116 0.78193 0.45776 0.060 0.050 0.157 0.19
H 2.26522 -1.53676 -0.06048 0.004 0.135 -0.085 0.23
H -0.53911 -1.34132 0.62031 0.007 -0.017 -0.165 0.22
H -2.83015 0.59114 2.27936 0.078 0.086 -0.092 0.19
O 1.43334 1.44163 -0.23114 -0.035 -0.432 -0.196 -0.55
H -0.88019 2.04634 2.70103 -0.068 -0.052 -0.126 0.19
C -1.20122 1.80665 1.68983 -0.133 -0.095 -0.022 -0.38


Record 6
19
Properties=species:S:1:pos:R:3:forces:R:3:nbo_charge:R:1 method="wB97M-V/def2-TZVPD" smiles=CC(C)[C@H]1C[C@H]1O lumo_energy_ev=0.97 e_above_lowest_kcal_mol=28.1
H -0.03304 0.84582 -2.31647 -0.111 -0.127 -0.019 0.21
H -1.11953 0.76140 -0.05205 0.062 -0.035 -0.114 0.21
H -0.52788 0.15451 2.53933 0.037 0.104 -0.017 0.47
H -1.35758 -1.42782 1.14000 0.104 0.040 -0.181 0.19
C -1.30993 -1.35667 0.04575 0.030 0.023 0.022 -0.60
H -1.58671 -0.02353 -2.36789 0.151 0.013 0.055 0.21
C 1.08813 0.43452 1.50942 0.259 -0.063 -0.049 0.08
C -0.56393 -0.09934 -0.44131 0.013 0.130 -0.021 -0.23
H -2.34741 -1.32695 -0.31291 0.199 0.005 0.043 0.21
H -0.86956 -2.28952 -0.33064 0.070 0.228 0.050 0.20
C 1.51090 1.35523 0.41912 0.060 0.199 -0.047 -0.43
H 2.57930 1.43855 0.23592 -0.230 0.031 -0.079 0.22
H -0.06374 -0.92821 -2.38389 -0.063 0.156 0.064 0.20
H 1.59628 -0.60838 -0.41133 -0.208 -0.496 0.315 0.21
O -0.02414 0.91136 2.21639 -0.157 -0.233 0.228 -0.71
H 0.94986 2.27757 0.30933 -0.025 -0.114 0.078 0.22
C -0.56679 -0.04490 -1.96720 0.008 0.038 -0.100 -0.60
C 0.86394 0.02978 0.07380 -0.112 -0.022 -0.044 -0.25
H 1.83351 -0.07051 2.12603 -0.086 0.122 -0.183 0.18


Record 7
19
Properties=species:S:1:pos:R:3:forces:R:3:nbo_charge:R:1 method="wB97M-V/def2-TZVPD" lumo_energy_ev=1.09 e_above_lowest_kcal_mol=101.7
H -1.05215 -2.21100 -0.41255 -0.064 0.143 -0.005 0.22
C 0.49149 -0.06234 0.69304 -0.128 -0.044 -0.119 0.11
H -2.56341 -1.28576 -0.52490 0.153 0.023 0.021 0.21
C 2.61428 -0.78693 0.08885 0.235 0.019 -0.018 -0.25
H 0.76588 1.09709 0.55336 0.056 -0.017 0.085 0.25
H -0.09390 1.15766 -1.43848 -0.018 0.050 0.140 0.20
H -2.36514 1.31663 -0.16613 0.121 -0.021 0.078 0.21
O 1.20902 -0.93214 -0.03646 -0.099 0.018 0.069 -0.52
C -1.40673 1.18011 0.34797 -0.051 0.003 0.038 -0.42
H 2.88932 -0.60053 1.13139 -0.040 -0.041 -0.126 0.19
H -1.44623 1.73658 1.29150 0.012 -0.071 -0.140 0.21
H 2.96001 0.04892 -0.53398 -0.044 -0.103 0.094 0.17
C -1.47017 -1.20626 -0.52725 0.008 -0.022 -0.077 -0.61
C -1.01655 -0.28295 0.60631 -0.066 -0.030 0.073 -0.29
H -1.16015 -0.83494 -1.50975 -0.036 -0.039 0.136 0.20
H -1.40083 -0.69275 1.55152 0.098 0.081 -0.139 0.21
C -0.16702 1.57853 -0.43527 -0.058 0.082 -0.165 -0.50
H 3.06886 -1.71342 -0.26842 -0.048 0.138 0.046 0.19
H 0.15480 2.62409 -0.41040 -0.031 -0.168 0.007 0.21


Record 8
19
Properties=species:S:1:pos:R:3:forces:R:3:nbo_charge:R:1 method="wB97M-V/def2-TZVPD" smiles="C/C=C/C.CC=O" lumo_energy_ev=1.01 e_above_lowest_kcal_mol=49.1
H 1.50568 -2.11556 0.00613 -0.043 -0.310 0.280 0.22
H -0.07012 -0.33061 -1.61644 0.356 -0.057 -0.070 0.18
C -1.28301 0.65119 1.50940 -0.259 0.404 0.183 0.45
O -0.94575 1.80830 1.59786 -0.175 -0.462 0.076 -0.54
H 2.53855 1.20292 -1.08772 -0.199 0.256 -0.073 0.21
H -2.26408 0.75740 -0.39551 -0.048 -0.013 0.137 0.24
C 0.67543 0.20605 -1.02402 0.158 0.083 0.362 -0.17
H 1.97668 0.55480 -2.60352 -0.071 0.297 -0.042 0.22
C 0.67862 -1.62739 0.52777 -0.131 -0.369 0.329 -0.65
H -0.93951 -0.10203 2.25333 0.036 0.151 -0.095 0.11
H -2.16450 -0.90806 0.25797 0.060 0.189 0.132 0.22
C -2.29224 0.14917 0.50962 -0.058 0.069 -0.075 -0.73
C 1.64505 1.10178 -1.71164 0.110 0.362 -0.184 -0.64
H -0.23167 -2.03655 0.09064 -0.110 0.002 0.094 0.21
H 1.51996 0.39588 0.89724 0.158 -0.169 -0.222 0.21
H 0.75618 -1.87295 1.57811 -0.195 -0.167 0.297 0.21
H 1.28547 2.08856 -2.00526 -0.049 -0.007 -0.121 0.22
H -3.27332 0.26251 0.98412 0.002 -0.034 -0.084 0.24
C 0.88256 -0.18543 0.23194 0.458 -0.223 -0.923 -0.21